54
Properties=species:S:1:pos:R:3:forces:R:3 method="wB97M-V/def2-TZVPD" homo_lumo_gap_ev=9.59 e_lumo_ev=0.49 total_energy_ev=-27329.4830 largest_force_ev_per_a=2.094
C -2.762 2.766 -0.295 0.188 0.130 0.449
C -2.794 3.833 -1.367 -1.249 -0.061 -0.645
C -1.497 4.647 -1.412 -0.840 -1.340 -0.624
O -3.069 3.140 -2.619 0.850 -0.278 0.312
H -3.641 2.124 -0.245 -0.016 0.094 -0.403
H -2.697 3.246 0.681 0.177 0.066 0.127
H -1.876 2.142 -0.419 0.000 -0.132 -0.015
H -3.640 4.498 -1.192 -0.118 0.143 0.196
H -1.578 5.373 -2.222 0.234 0.261 0.316
H -0.776 3.882 -1.700 0.578 0.366 0.111
H -1.292 5.054 -0.422 0.153 0.212 -0.248
H -3.686 3.556 -3.226 0.060 0.503 0.438
C 1.497 1.840 -2.085 0.658 0.310 -1.492
O 2.056 1.212 -3.238 0.232 -0.455 0.224
H 0.466 1.505 -1.971 -0.075 0.285 0.335
H 2.115 1.674 -1.203 -0.171 -0.077 0.204
H 1.578 2.872 -2.425 -0.537 0.356 0.863
H 1.755 0.300 -3.206 -0.074 -0.071 -0.176
C 2.289 -3.963 4.087 0.208 0.398 -0.313
O 2.390 -2.699 3.393 -0.427 -0.561 0.386
H 3.298 -4.332 4.270 -0.041 -0.150 0.240
H 1.750 -3.823 5.023 0.218 0.253 -0.024
H 1.736 -4.723 3.536 -0.031 0.105 -0.265
H 2.503 -2.885 2.458 0.033 0.015 -0.030
C -4.220 -1.581 0.919 0.849 -0.076 0.759
O -3.126 -2.081 0.144 -1.839 -0.189 -0.510
H -4.102 -0.536 1.206 0.162 0.358 -0.419
H -5.213 -1.683 0.483 0.299 -0.302 -0.459
H -4.209 -2.077 1.890 -0.313 -0.391 0.130
H -2.374 -1.530 0.370 0.260 0.217 0.339
C 3.552 -2.088 -0.185 1.039 -1.391 0.177
O 3.670 -0.776 -0.630 -0.657 0.729 -0.009
H 3.974 -2.766 -0.928 -0.183 -0.325 -0.237
H 4.157 -2.274 0.702 0.022 0.112 0.404
H 2.547 -2.444 0.044 -0.254 0.697 -0.293
H 4.603 -0.613 -0.781 -0.022 0.141 -0.062
C 0.178 0.478 3.500 0.856 1.160 1.519
O -1.026 1.057 3.020 -0.380 -0.475 -0.422
H 1.042 0.912 2.997 0.063 -0.063 -0.144
H 0.224 0.774 4.548 0.493 -0.291 0.183
H 0.271 -0.608 3.473 -0.703 0.041 -0.421
H -1.230 1.867 3.493 0.117 -0.133 -0.055
C -0.044 -0.656 0.314 1.371 0.899 0.767
O -1.196 -0.717 1.137 0.235 -1.218 -1.280
H 0.829 -1.016 0.858 0.227 0.200 0.477
H 0.076 -1.238 -0.600 -1.507 -0.209 -0.092
H 0.138 0.387 0.055 0.177 0.018 -0.189
H -1.113 -0.099 1.867 -0.313 0.435 -0.185
C 1.752 -2.064 -3.748 0.796 -0.953 -0.337
O 0.734 -1.239 -3.283 -0.952 0.058 0.599
H 2.018 -1.761 -4.761 0.368 -0.177 -0.043
H 2.610 -2.039 -3.076 0.094 0.364 -0.103
H 1.421 -3.102 -3.745 0.066 -0.158 -0.229
H -0.069 -1.728 -3.481 -0.384 0.548 0.171